The following is a DFT calculation (ωB97M-V/def2-TZVPD) of a molecular structure, C35H52BrN3NiOP2 at a distorted geometry.

XYZ file:
```
95
Properties=species:S:1:pos:R:3
C -0.962 -4.408 3.531
C 0.246 -4.116 2.840
C 1.019 -5.262 2.554
C 0.519 -6.562 2.785
N -0.657 -6.793 3.355
C -1.389 -5.746 3.701
C 0.635 -2.724 2.441
C 0.790 -1.546 2.859
C 1.223 -0.162 2.932
C 0.822 0.801 1.995
C 1.688 1.955 1.619
C 3.023 1.982 2.250
C 3.177 1.388 3.486
C 2.217 0.392 3.865
Ni 2.660 1.502 0.099
P -0.461 -1.455 -1.187
H 2.003 -5.154 2.109
H -1.644 -3.619 3.850
H 1.094 -7.434 2.482
H -2.359 -5.982 4.139
H 2.230 -0.035 4.899
H -0.250 0.814 1.792
H 3.998 1.655 4.172
H 1.335 2.776 0.855
C -1.149 -1.276 -2.918
C -1.653 -2.528 -3.642
H -0.297 -0.855 -3.488
H -1.935 -0.500 -2.912
H -1.963 -2.288 -4.670
H -0.876 -3.293 -3.734
H -2.523 -2.988 -3.159
C 0.370 -3.125 -1.164
C -0.518 -4.349 -0.955
H 1.054 -3.029 -0.301
H 0.990 -3.256 -2.069
H 0.054 -5.284 -1.037
H -0.950 -4.359 0.050
H -1.339 -4.431 -1.675
C -1.886 -1.683 -0.010
C -3.144 -2.358 -0.547
H -2.130 -0.653 0.312
H -1.507 -2.209 0.882
H -3.932 -2.368 0.217
H -3.557 -1.840 -1.419
H -2.985 -3.404 -0.828
Br 4.545 2.613 1.021
P 3.092 -0.092 -1.578
C 2.966 -1.336 -2.906
C 3.778 -1.208 -4.201
H 1.892 -1.394 -3.160
H 3.285 -2.276 -2.416
H 3.427 -2.015 -4.869
H 3.626 -0.263 -4.747
H 4.866 -1.363 -4.077
C 3.560 1.542 -2.244
C 5.008 1.972 -2.437
H 3.010 2.314 -1.622
H 3.092 1.523 -3.248
H 4.970 3.033 -2.725
H 5.634 1.913 -1.537
H 5.501 1.435 -3.260
C 4.288 -0.828 -0.418
C 5.594 -1.428 -0.929
H 3.714 -1.645 0.058
H 4.510 -0.056 0.340
H 6.199 -1.683 -0.042
H 5.462 -2.374 -1.472
H 6.215 -0.767 -1.552
C -5.396 3.071 3.384
C -4.705 4.313 2.861
N -4.208 4.233 1.486
C -4.388 5.486 0.708
C -3.109 6.245 0.450
C -3.187 3.325 1.279
O -2.817 2.586 2.207
C -2.484 3.102 -0.033
C -2.783 3.568 -1.319
C -1.956 3.259 -2.404
C -0.771 2.525 -2.190
N -0.480 2.151 -0.949
C -1.381 2.224 0.017
H -6.081 2.668 2.635
H -5.961 3.305 4.292
H -4.656 2.315 3.644
H -5.410 5.142 2.902
H -3.870 4.556 3.536
H -4.943 5.274 -0.232
H -5.056 6.114 1.318
H -2.300 5.570 0.174
H -3.270 6.925 -0.389
H -2.829 6.830 1.335
H -3.683 4.154 -1.436
H -2.189 3.553 -3.418
H -0.091 2.219 -3.018
H -1.313 1.481 0.819
```

spin multiplicity	3
LUMO energy (spin up / spin down)	-6.0 / -8.6	eV
charge	+2
strongest force on any atom	0.076	hartree/bohr
energy	-6368.5808	hartree
energy above the lowest of the compared OMol25 structures with the same formula, charge and spin	131.6	kcal/mol
⟨S²⟩	2.0118
Kohn-Sham gap (spin up / spin down)	7.32 / 4.81	eV

Mulliken atomic charge list, values in e, 4 entries:
1. C -0.302
2. C 0.386
3. C -0.459
4. C -0.334